Computed, not measured: a cluster of 2 separate species, C4H9N2 in total, with the ωB97M-V functional and the def2-TZVPD basis.

Element x y z (Å)
C -2.7487 -0.6668 -1.1499
C -3.1119 -0.7188 -0.0019
C 0.7101 -0.7835 0.6126
C 0.6770 0.7260 0.6375
N -0.1130 -0.1057 -0.4646
N 1.6274 1.5920 0.2528
H -2.4391 -0.7317 -2.0905
H -0.0566 -1.2105 1.3214
H 1.6706 -1.2790 0.4584
H -0.0557 1.1795 1.3834
H 0.1578 -0.1018 -1.4770
H -3.6265 -0.7903 0.8198
H 1.1148 2.4384 0.0003
H -1.1188 -0.3771 -0.5647
H 2.5225 1.2559 -0.0559

Calculated values
Charge   +1
HOMO level   -14.585 eV
M   85.1 g/mol
Energy relative to the best compared isomer or geometry (same formula, charge and spin)   113.2 kcal/mol
DFT total energy   -7263.23412 eV
Kohn-Sham gap   11.74 eV